Below is 14 unconnected molecules or ions with the total composition C56H126O35, with properties calculated with ωB97M-V/def2-TZVPD.

```
217
Properties=species:S:1:pos:R:3
C 5.61 0.33 6.94
O 5.20 0.67 5.67
C 4.88 2.06 5.63
C 4.65 2.57 4.23
O 3.47 2.04 3.59
C 3.73 0.81 2.96
H 4.85 0.57 7.68
H 6.55 0.73 7.33
H 5.69 -0.75 6.87
H 5.69 2.66 6.05
H 3.99 2.21 6.23
H 5.57 2.35 3.69
H 4.58 3.64 4.07
H 4.56 0.99 2.27
H 2.85 0.33 2.54
H 4.11 0.08 3.67
C -6.30 0.76 4.54
O -7.67 0.92 4.15
C -8.01 1.35 2.82
C -7.24 0.64 1.68
O -5.83 0.91 1.79
C -5.09 0.32 0.67
H -5.74 1.61 4.14
H -5.74 -0.10 4.17
H -6.15 0.74 5.62
H -7.79 2.42 2.89
H -9.09 1.27 2.71
H -7.67 0.90 0.71
H -7.39 -0.43 1.82
H -5.16 -0.76 0.53
H -4.03 0.47 0.88
H -5.31 0.75 -0.31
C 3.73 -3.21 4.89
O 2.59 -4.03 4.95
C 1.33 -3.46 4.72
C 1.06 -3.36 3.24
O 1.76 -2.26 2.63
C 1.90 -2.49 1.27
H 4.53 -3.79 5.33
H 3.50 -2.24 5.32
H 4.05 -2.89 3.90
H 1.38 -2.51 5.24
H 0.54 -4.03 5.19
H -0.01 -3.35 3.07
H 1.38 -4.29 2.77
H 0.99 -2.78 0.76
H 2.66 -3.26 1.09
H 2.39 -1.63 0.81
C -2.91 -1.13 -4.60
O -2.31 -2.30 -5.29
C -1.42 -1.90 -6.28
C -0.86 -3.16 -7.02
O -0.01 -4.03 -6.25
C 1.26 -3.49 -5.86
H -2.15 -0.37 -4.46
H -3.38 -1.42 -3.66
H -3.70 -0.60 -5.13
H -0.63 -1.36 -5.76
H -1.80 -1.22 -7.05
H -0.31 -2.83 -7.90
H -1.73 -3.69 -7.41
H 1.99 -4.29 -6.01
H 1.12 -3.21 -4.81
H 1.56 -2.56 -6.34
C 0.99 2.72 -8.46
O 0.38 1.43 -8.46
C 1.35 0.40 -8.19
C 1.91 0.45 -6.83
O 1.03 0.16 -5.72
C 1.67 0.07 -4.50
H 1.90 2.77 -9.05
H 1.16 2.94 -7.41
H 0.25 3.45 -8.80
H 2.07 0.30 -9.00
H 0.81 -0.55 -8.28
H 2.51 1.34 -6.60
H 2.59 -0.39 -6.91
H 1.04 -0.52 -3.83
H 1.79 1.04 -4.03
H 2.71 -0.27 -4.59
C -0.22 -2.29 -1.91
O -0.12 -1.33 -0.87
C -1.32 -1.16 -0.04
C -1.14 -0.17 1.17
O -0.90 1.09 0.59
C -0.25 2.07 1.35
H -0.74 -1.86 -2.76
H -0.79 -3.18 -1.64
H 0.77 -2.69 -2.16
H -1.62 -2.10 0.43
H -2.22 -0.91 -0.60
H -0.35 -0.37 1.89
H -2.12 -0.13 1.66
H 0.73 1.69 1.66
H -0.89 2.26 2.21
H 0.02 2.96 0.79
C 0.88 -5.81 -0.09
O 0.80 -6.14 -1.49
C -0.44 -6.69 -1.90
C -0.72 -6.42 -3.36
O -1.99 -6.90 -3.67
C -2.41 -6.37 -4.99
H 0.02 -5.17 0.14
H 1.79 -5.23 0.03
H 0.76 -6.70 0.52
H -1.23 -6.28 -1.26
H -0.43 -7.77 -1.75
H 0.10 -6.78 -3.97
H -0.67 -5.34 -3.44
H -3.40 -6.71 -5.30
H -1.69 -6.63 -5.76
H -2.53 -5.29 -4.87
C 6.75 3.02 0.76
C 6.58 2.63 -0.68
O 5.17 2.55 -1.14
C 4.54 1.38 -1.10
O 5.03 0.28 -0.92
O 3.26 1.66 -1.30
C 2.22 0.78 -1.07
H 6.10 2.33 1.28
H 6.34 4.02 0.92
H 7.80 2.94 1.06
H 7.15 1.74 -0.92
H 6.99 3.47 -1.24
H 2.20 0.28 -0.11
H 2.23 0.05 -1.88
H 1.25 1.27 -1.18
C -4.56 -2.64 3.06
C -3.91 -3.65 2.08
O -4.16 -3.15 0.75
C -3.75 -3.91 -0.28
O -3.17 -4.95 -0.12
O -4.16 -3.38 -1.46
C -3.96 -4.00 -2.74
H -3.82 -1.89 3.34
H -4.86 -3.22 3.93
H -5.53 -2.37 2.66
H -4.45 -4.59 2.13
H -2.86 -3.79 2.34
H -2.97 -3.88 -3.16
H -4.57 -3.48 -3.48
H -4.27 -5.05 -2.82
C -3.81 -1.25 7.69
C -3.09 -1.53 6.41
O -1.80 -0.96 6.63
C -1.14 -0.42 5.55
O -1.56 -0.29 4.40
O 0.06 0.05 5.95
C 0.96 0.49 5.06
H -3.67 -0.23 8.06
H -3.39 -1.85 8.50
H -4.87 -1.49 7.67
H -3.59 -1.10 5.54
H -2.98 -2.61 6.30
H 1.35 -0.26 4.37
H 1.78 1.01 5.57
H 0.61 1.40 4.57
C -6.12 2.44 -6.12
C -6.46 2.85 -4.70
O -5.23 3.05 -3.93
C -4.60 2.10 -3.38
O -5.00 0.94 -3.14
O -3.52 2.76 -2.81
C -2.70 2.18 -1.83
H -5.51 3.23 -6.58
H -7.01 2.39 -6.74
H -5.57 1.50 -6.16
H -7.13 2.19 -4.17
H -6.94 3.82 -4.63
H -1.99 2.93 -1.50
H -2.09 1.36 -2.18
H -3.22 1.82 -0.94
C 3.71 -4.02 -2.58
C 4.24 -2.59 -2.40
O 5.61 -2.46 -2.71
C 5.94 -2.24 -3.96
O 5.20 -2.30 -4.94
O 7.20 -1.79 -3.95
C 7.82 -1.46 -5.19
H 3.84 -4.64 -1.69
H 4.11 -4.55 -3.44
H 2.64 -4.03 -2.74
H 4.22 -2.39 -1.33
H 3.65 -1.81 -2.89
H 8.33 -2.40 -5.42
H 8.62 -0.72 -5.14
H 7.09 -1.08 -5.90
C -1.61 3.54 5.65
C -1.10 4.90 5.19
O -1.18 5.86 6.25
C -0.32 5.86 7.28
O 0.66 5.11 7.45
O -0.56 6.87 8.08
C -1.57 7.91 7.91
H -1.10 3.17 6.54
H -1.61 2.79 4.86
H -2.65 3.70 5.94
H -1.74 5.31 4.41
H -0.13 4.97 4.71
H -1.96 8.23 8.87
H -2.49 7.58 7.42
H -1.29 8.79 7.33
C 2.05 4.29 1.32
C 2.75 5.54 0.78
O 1.96 5.94 -0.36
C 2.14 7.17 -0.83
O 3.09 7.85 -0.54
O 1.11 7.48 -1.74
C 1.06 8.75 -2.41
H 2.22 3.64 0.46
H 1.06 4.62 1.61
H 2.52 3.79 2.17
H 3.78 5.33 0.50
H 2.91 6.25 1.59
H 1.82 8.73 -3.18
H 1.37 9.60 -1.80
H 0.13 9.02 -2.91
```

Computed properties:
orbital gap: 9.85 eV
E_LUMO: 0.499 eV
relative energy (zero: lowest compared OMol25 entry of this formula, charge and spin): 21.3 kcal per mole